# 1
A cluster of 2 separate species, C5H12N2O in total at a distorted geometry. Source: the Open Molecules 2025 dataset; level of theory: the ωB97M-V functional and the def2-TZVPD basis.

Computed properties:
Energy relative to the best compared isomer or geometry (same formula, charge and spin) = 898.0 kJ/mol
HOMO energy = -0.269 Eh

Geometry as ORCA input:
```
! RIJCOSX wB97M-V def2-TZVPD def2/J DEFGRID3
* xyz 0 1
C 0.2871 0.5857 -0.1107
N 0.2049 1.6709 -0.9763
C 0.8972 2.7764 -0.6750
C 1.1605 3.3677 0.5255
C -1.1882 0.2532 0.2940
N -1.2732 -0.8780 1.1559
C -0.4323 -2.0619 0.8699
O -0.7709 -2.7102 -0.1973
H 0.6002 -0.3348 -0.6251
H 0.9374 0.7114 0.7618
H -2.1410 -0.9332 1.6596
H 1.1781 3.3609 -1.5532
H 1.0815 2.9154 1.5024
H 1.5613 4.3673 0.4321
H 0.4094 -5.3833 -3.2532
H 0.5556 -4.8338 -2.7801
H -1.7683 0.1971 -0.6270
H -1.5815 1.0948 0.8813
H -0.3178 -2.5695 1.8625
H 0.6001 -1.5960 0.8529
*
```


# 2
A cluster of 2 separate species, C5H12N2O2 in total at a distorted geometry. Source: the Open Molecules 2025 dataset; level of theory: the ωB97M-V functional and the def2-TZVPD basis.

Computed properties:
Energy relative to the best compared isomer or geometry (same formula, charge and spin) = 203.2 kJ/mol
⟨S²⟩ = 2.007
HOMO energy (alpha / beta) = -0.218 / -0.355 Eh

Geometry as ORCA input:
```
! RIJCOSX wB97M-V def2-TZVPD def2/J DEFGRID3
* xyz 0 3
C 0.9021 -1.7815 -0.3531
C 0.5998 -0.5178 0.3421
C 2.9162 0.3805 1.1707
C -2.4760 1.5145 -0.9748
C 1.4877 0.6978 0.6166
N -2.0720 -1.5751 0.5150
N -2.0570 -0.3256 0.3501
O 0.4819 -1.6925 1.0322
O -2.5710 0.0574 -0.8419
H -0.0385 -2.1251 -0.8187
H 1.8198 -2.3202 -0.6576
H 3.1969 -0.4467 0.5131
H 2.8333 0.0565 2.2178
H 3.6964 1.2525 1.1568
H -2.0401 1.6988 -1.9928
H -1.5933 1.8547 -0.2892
H -3.3743 2.1172 -0.7450
H 1.3573 1.3047 -0.3187
H 1.1503 1.4634 1.3734
H -2.5019 -2.2025 -0.1299
H -1.2628 -1.9075 1.0894
*
```


# 3
A structure of composition C5H12N2O2Pb at a distorted geometry. Source: the Open Molecules 2025 dataset; level of theory: the ωB97M-V functional and the def2-TZVPD basis.

Computed properties:
Energy relative to the best compared isomer or geometry (same formula, charge and spin) = 114.5 kJ/mol
HOMO energy (alpha / beta) = -0.646 / -0.645 Eh

Geometry as ORCA input:
```
! RIJCOSX wB97M-V def2-TZVPD def2/J DEFGRID3
* xyz 2 1
Pb -0.0540 0.1670 -1.6810
C -0.4107 0.0204 -4.6501
H 0.6266 0.2309 -4.3511
H -0.5087 -1.0255 -4.9583
H -0.6542 0.6652 -5.5015
H -1.1679 0.2392 -3.8279
H -1.8292 0.1300 -2.2620
C -0.0053 1.0844 2.9914
C 0.0055 0.4776 1.6421
N -0.4959 1.0723 0.5470
O -1.0887 2.3548 0.8747
C 0.5384 -0.7984 1.3773
C 1.1915 -1.7028 2.3221
N 0.4472 -1.1390 0.0564
O 0.7991 -2.2936 -0.4165
H -0.4937 2.0635 2.9939
H 1.0240 1.2054 3.3709
H -0.5326 0.4253 3.7008
H -1.4966 2.6614 0.0413
H 0.6616 -2.6635 2.3887
H 2.2269 -1.9134 2.0182
H 1.2169 -1.2612 3.3237
*
```


# 4
A cluster of 2 separate species, C5H12N2O3 in total at a distorted geometry. Source: the Open Molecules 2025 dataset; level of theory: the ωB97M-V functional and the def2-TZVPD basis.

Computed properties:
SMILES = O=[N+]([O-])O.CCN=C(C)C
Energy relative to the best compared isomer or geometry (same formula, charge and spin) = 641.3 kJ/mol
HOMO energy = -0.384 Eh

Geometry as ORCA input:
```
! RIJCOSX wB97M-V def2-TZVPD def2/J DEFGRID3
* xyz 0 1
O 4.3318 0.5288 0.0188
N 3.2313 0.0771 -0.0826
O 2.7775 -0.8960 0.3857
O 2.3349 0.8685 -0.7286
H 1.3035 0.6291 -0.6271
C -0.3224 2.5313 0.0156
C -0.8404 1.1666 0.5268
N -0.1275 0.0855 -0.1579
C -0.6665 -1.0564 0.0526
C -0.1975 -2.2060 -0.8437
C -1.9568 -1.2858 0.6460
H -1.0020 3.2370 0.4723
H 0.6493 2.6876 0.4111
H -0.2596 2.5614 -1.0714
H -0.5775 0.9707 1.5210
H -1.8445 1.1730 0.2475
H 0.9778 -2.2321 -0.8369
H -0.5976 -3.1797 -0.5760
H -0.3555 -1.8336 -1.9698
H -2.1597 -2.2645 0.7569
H -2.7367 -0.8755 0.1587
H -1.9619 -0.6869 1.6811
*
```


# 5
A cluster of 2 separate species, C5H12N2O6P in total at a distorted geometry. Source: the Open Molecules 2025 dataset; level of theory: the ωB97M-V functional and the def2-TZVPD basis.

Computed properties:
HOMO energy = -0.161 Eh

Geometry as ORCA input:
```
! RIJCOSX wB97M-V def2-TZVPD def2/J DEFGRID3
* xyz -1 1
N 0.6757 1.7104 -4.1097
P -0.3229 1.9318 -2.9346
O -0.6733 0.4519 -2.2341
C -1.2772 0.6774 -1.0044
O -2.2675 1.2483 -0.9178
O -0.6424 0.1680 0.0399
C 0.6290 0.7788 0.2787
C 1.6247 -0.1484 0.9786
C 1.7946 -1.5528 0.3439
N 0.6054 -2.4175 0.3657
H 1.5325 2.2233 -3.9220
H -1.5401 2.5265 -3.3302
H 0.1812 2.7544 -1.8999
H 1.0861 1.2211 -0.6135
H 0.4447 1.6234 0.9625
H 2.6029 0.3495 0.8984
H 1.3924 -0.2630 2.0422
H 2.5508 -2.0695 0.9562
H 2.2118 -1.4346 -0.6645
H -0.0877 -2.0766 1.0326
H 0.1687 -2.4191 -0.5470
C -1.9760 -1.2819 3.1738
O -2.0381 -2.2058 2.3182
O -2.4504 -0.0664 2.6600
O -1.5640 -1.2809 4.3328
H -2.6607 -0.4483 1.7943
*
```


# 6
The ion C5H12N3 with charge +1 at a distorted geometry. Source: the Open Molecules 2025 dataset; level of theory: the ωB97M-V functional and the def2-TZVPD basis.

Computed properties:
Energy relative to the best compared isomer or geometry (same formula, charge and spin) = 461.4 kJ/mol
HOMO energy (alpha / beta) = -0.504 / -0.452 Eh

Geometry as ORCA input:
```
! RIJCOSX wB97M-V def2-TZVPD def2/J DEFGRID3
* xyz 1 1
C -1.3340 -1.1217 -0.1968
C 1.0565 -1.3386 0.1223
C -1.6590 0.1360 0.3157
C -2.9871 0.7247 0.1469
C 2.6963 0.5094 0.4132
N -0.2247 -1.7885 -0.1437
N 1.4161 0.0429 -0.0543
N 0.6599 0.7925 -0.9100
H -2.1530 -1.6902 -0.6333
H 1.2947 -1.6312 1.1571
H 1.7342 -1.9715 -0.4850
H -0.9841 0.6269 1.0055
H -2.9256 1.8111 0.0659
H -3.5875 0.5370 1.0453
H -3.5176 0.3067 -0.7050
H 2.8103 1.5675 0.1863
H 2.7736 0.3786 1.4938
H 3.5171 -0.0404 -0.0588
H 0.4824 0.3816 -1.8220
H 0.9314 1.7674 -0.9431
*
```


# 7
A cluster of 2 separate species, C5H12N3 in total at a distorted geometry. Source: the Open Molecules 2025 dataset; level of theory: the ωB97M-V functional and the def2-TZVPD basis.

Computed properties:
Energy relative to the best compared isomer or geometry (same formula, charge and spin) = 526.0 kJ/mol
HOMO energy (alpha / beta) = -0.467 / -0.436 Eh

Geometry as ORCA input:
```
! RIJCOSX wB97M-V def2-TZVPD def2/J DEFGRID3
* xyz 1 1
C -1.9936 1.9894 0.4173
C -1.9449 0.7040 0.0014
C 1.5465 0.5188 0.3825
C 0.1334 -2.4694 0.1077
C -0.7236 -0.1450 -0.2510
N 2.6217 1.2604 0.0602
N -0.6964 -1.3594 0.3983
N 0.4898 0.6731 -0.3059
H -2.8856 2.4751 0.4247
H -1.0221 2.6066 0.5012
H -2.8531 0.0504 0.1211
H 1.5989 -0.2746 1.0827
H 1.0900 -2.1883 0.4622
H -0.2151 -3.2670 0.6847
H 0.0885 -2.7386 -0.8745
H -0.1785 -0.4195 -2.2196
H 3.5501 1.0064 0.3783
H 2.5145 1.9790 -0.6694
H -1.7058 -1.7051 0.3840
H 0.5854 1.3039 -1.0861
*
```


# 8
A cluster of 2 separate species, C5H12N3O in total at a distorted geometry. Source: the Open Molecules 2025 dataset; level of theory: the ωB97M-V functional and the def2-TZVPD basis.

Computed properties:
Energy relative to the best compared isomer or geometry (same formula, charge and spin) = 86.7 kJ/mol
HOMO energy = -0.457 Eh

Geometry as ORCA input:
```
! RIJCOSX wB97M-V def2-TZVPD def2/J DEFGRID3
* xyz 1 1
C -0.6995 -0.5860 2.0990
C -1.1717 -1.2309 0.7786
C -0.7634 -0.4385 -0.4013
C 0.4206 -0.4979 -1.1580
N 0.3846 0.4976 -2.1273
C -0.8004 1.1272 -2.0089
N -1.5354 0.6111 -0.9464
N 0.8306 -0.4927 2.0974
H -0.9846 -1.2043 2.9250
H -1.0672 0.4274 2.2183
H -0.7739 -2.3079 0.6695
H -2.2661 -1.3425 0.8356
H 1.2505 -1.1145 -1.0379
H -1.1140 1.9282 -2.6830
H -2.4267 0.9005 -0.6555
H 1.2045 -1.3843 2.1301
H 1.1770 0.0273 1.2076
H 1.1488 0.0202 2.9263
H 3.3097 0.9510 0.3218
H 2.0142 1.1794 -0.5668
O 2.3571 0.9206 0.3358
*
```


# 9
The molecule C5H12N3O2P at a distorted geometry. Source: the Open Molecules 2025 dataset; level of theory: the ωB97M-V functional and the def2-TZVPD basis.

Computed properties:
SMILES = NC(N)=N[C@@H]1CC[P@](=O)(O)C1
Energy relative to the best compared isomer or geometry (same formula, charge and spin) = 62.5 kJ/mol
HOMO energy = -0.345 Eh

Geometry as ORCA input:
```
! RIJCOSX wB97M-V def2-TZVPD def2/J DEFGRID3
* xyz 0 1
N -2.3549 1.9468 0.3596
C -1.8697 0.7112 -0.0281
N -2.7569 -0.3902 -0.1139
N -0.6233 0.6523 -0.2677
C 0.0551 -0.6122 -0.7102
C 0.3558 -1.3847 0.5158
C 1.4652 -0.6705 1.2790
P 2.4796 0.2271 0.0234
O 3.8881 -0.2143 0.0271
O 2.1217 1.8106 0.1889
C 1.3781 -0.2386 -1.3666
H -3.2820 2.1031 0.1315
H -1.6466 2.6433 0.3194
H -3.6928 -0.1014 -0.1380
H -2.4620 -1.2411 0.3052
H -0.5225 -1.2300 -1.5514
H 0.7692 -2.2658 0.3319
H -0.6329 -1.4973 1.1048
H 1.1174 0.0369 1.9628
H 2.1570 -1.2811 1.8219
H 1.1743 1.9052 -0.1177
H 1.6149 -1.3025 -1.8357
H 1.2671 0.3931 -2.2421
*
```


# 10
A structure of composition C5H12N3O3PSn at a distorted geometry. Source: the Open Molecules 2025 dataset; level of theory: the ωB97M-V functional and the def2-TZVPD basis.

Computed properties:
HOMO energy = -0.511 Eh

Geometry as ORCA input:
```
! RIJCOSX wB97M-V def2-TZVPD def2/J DEFGRID3
* xyz 2 1
C -1.9942 1.1627 -1.4978
N -0.7380 0.7234 -1.0425
C -0.1197 -0.2471 -1.9766
C -0.8262 0.2640 0.3654
O -0.9094 1.1202 1.1880
C -0.8888 -1.2248 0.7818
N 0.3154 -2.0077 0.6560
C 1.4035 -1.4913 1.4155
O 1.7302 -1.9395 2.4673
O 2.0092 -0.4433 0.7868
P 2.8149 0.6752 1.7302
N 2.1335 2.0845 1.7724
H -1.8490 2.0922 -2.0830
H -2.7225 1.2896 -0.6451
H -2.3797 0.3466 -2.2533
H 0.0258 0.2041 -2.9385
H 0.8263 -0.5277 -1.5664
H -0.7373 -1.1349 -2.0807
H -1.6926 -1.7040 0.2421
H -1.1573 -1.2010 1.8192
H 0.5740 -2.2271 -0.2917
H 2.9536 0.1693 3.0269
H 4.0973 0.7553 1.1698
H 1.2701 2.1215 1.2461
Sn -4.1390 1.1400 -2.2920
*
```


# 11
A cluster of 2 separate species, C5H12N3P in total at a distorted geometry. Source: the Open Molecules 2025 dataset; level of theory: the ωB97M-V functional and the def2-TZVPD basis.

Computed properties:
Energy relative to the best compared isomer or geometry (same formula, charge and spin) = 35.7 kJ/mol
HOMO energy (alpha / beta) = -0.262 / -0.328 Eh

Geometry as ORCA input:
```
! RIJCOSX wB97M-V def2-TZVPD def2/J DEFGRID3
* xyz 0 1
C -0.0032 2.1962 0.1454
C -1.9385 0.2527 1.2111
C -2.5483 -0.5732 -1.0983
C 2.1734 -0.3003 1.0351
C 2.2581 -0.6271 -1.2230
N 0.3579 2.8775 1.0068
N -1.8300 0.3707 -0.2513
N 1.3983 -0.5441 -0.1166
P -0.5573 1.0400 -1.1168
H -1.7465 1.1667 1.6334
H -2.9656 -0.1390 1.4821
H -1.2269 -0.4402 1.7702
H -2.0720 -1.6366 -1.2785
H -3.4761 -0.9252 -0.6954
H -2.7820 -0.1580 -2.0292
H 1.5974 -0.3472 1.9931
H 3.0209 -0.9840 1.0819
H 2.6522 0.7827 0.9561
H 2.8532 -1.5722 -1.0047
H 1.8412 -0.6069 -2.3409
H 2.9937 0.1676 -1.1605
*
```


# 12
The ion C5H12N3S with charge +1 at a distorted geometry. Source: the Open Molecules 2025 dataset; level of theory: the ωB97M-V functional and the def2-TZVPD basis.

Computed properties:
Energy relative to the best compared isomer or geometry (same formula, charge and spin) = 478.4 kJ/mol
HOMO energy (alpha / beta) = -0.468 / -0.468 Eh

Geometry as ORCA input:
```
! RIJCOSX wB97M-V def2-TZVPD def2/J DEFGRID3
* xyz 1 1
C -0.3997 -0.8174 0.8984
C -1.3651 -1.2903 -0.0675
C 0.9967 -1.5570 0.6657
C 0.6715 1.4778 -2.5432
C 0.4163 1.3458 1.9633
N 0.1814 1.2024 -0.3173
N 0.2953 0.6448 -1.4128
N -0.2009 0.6965 0.7875
S -3.0434 -1.2397 0.0910
H -0.8373 -0.8404 1.9392
H -1.0802 -1.7825 -1.0559
H 0.7291 -2.6281 0.3765
H 1.5386 -1.4321 1.6035
H 1.5843 -1.2265 -0.1024
H -0.1015 1.4390 -3.1917
H 0.9551 2.5545 -2.2299
H 1.4548 1.1135 -3.0484
H 0.0609 2.4007 1.9500
H 1.5025 1.2391 1.9118
H 0.0146 0.7831 2.7403
H -3.3732 -2.0832 -0.9581
*
```